# C32H34N6O11

7 unconnected molecules or ions with the total composition C32H34N6O11 in a non-equilibrium geometry (the ωB97M-V functional and the def2-TZVPD basis, the Open Molecules 2025 dataset).

Each line ends with the Mulliken charge.
Positions of all 83 atoms, in Å:
H  11.54531  16.28386  -10.70827  0.478
H  9.92516  17.22633  -14.49237  0.435
H  2.67765  17.00863  -15.33492  0.383
H  13.55913  15.01161  -10.40856  0.551
O  9.97031  18.91426  -11.81916  -0.484
H  10.01015  16.18724  -13.25864  -0.082
C  17.41818  16.49733  -14.64206  -0.485
H  1.52546  14.97359  -14.56025  0.378
C  10.11818  12.25551  -18.71593  -0.473
H  10.60216  12.22265  -16.65009  0.470
N  11.47893  14.75619  -16.29723  0.971
C  11.76042  9.66058  -12.57496  -0.662
C  4.45844  16.61795  -14.16798  -0.243
N  6.62993  15.94547  -13.13910  1.109
H  9.46089  15.55419  -9.78671  0.440
O  7.08815  15.15576  -12.32758  -0.538
N  11.37213  11.76233  -7.74858  0.907
C  10.22961  11.91016  -13.02967  -0.299
O  8.58015  13.05312  -14.22673  -0.618
H  10.17668  17.69899  -12.98115  0.402
C  5.20661  15.74418  -13.39908  0.090
C  9.05150  20.23936  -9.92518  -1.156
C  15.46476  15.30487  -13.87315  0.035
O  12.32263  10.96335  -7.92683  -0.579
H  17.66702  17.46793  -15.04507  0.339
O  9.71337  14.17068  -12.75783  -0.285
H  19.04922  15.29982  -15.28396  0.375
H  11.23205  15.89368  -18.74966  0.431
C  11.38864  12.96203  -8.63666  0.548
C  10.21707  13.74866  -8.76665  -0.875
C  10.55275  14.21397  -19.95030  -0.336
O  13.62960  14.25434  -12.83626  -0.463
H  10.32700  8.68798  -13.93885  0.389
C  10.90468  14.13143  -17.52999  0.070
H  9.41255  21.25833  -10.06452  0.307
H  12.94331  10.93077  -11.31298  0.416
H  8.43523  20.27810  -11.96201  0.320
C  11.49207  15.38845  -10.10677  -0.490
C  16.04005  16.49035  -14.25758  -0.228
C  3.17724  16.34014  -14.64942  -0.482
H  2.67820  13.37864  -13.25061  0.351
H  8.07652  20.28968  -9.44044  0.359
O  10.60117  11.75705  -6.79761  -0.553
C  11.41912  12.03687  -12.26533  0.584
C  12.65618  14.62811  -9.95690  -0.712
H  15.93966  13.24683  -13.27838  0.390
C  10.92354  14.85869  -18.74519  -0.475
H  8.95252  10.44307  -14.11400  0.449
C  2.55630  15.13944  -14.28407  -0.345
H  11.44595  16.93797  -13.82040  0.247
C  10.55470  12.81158  -17.55414  -0.205
C  16.24279  14.14118  -13.80245  -0.286
O  13.42956  16.31127  -13.37949  -0.775
H  9.75543  19.72924  -9.26763  0.337
C  10.11934  12.89466  -19.93202  -0.537
C  12.07424  10.85100  -11.94918  -0.707
C  3.21597  14.30293  -13.40189  -0.649
H  18.12980  13.24755  -14.45783  0.393
C  9.84901  10.67345  -13.55756  -0.538
C  4.51352  14.58500  -12.98599  -0.146
N  10.45095  17.00277  -13.65950  0.385
O  11.69275  15.96475  -16.24804  -0.610
H  9.26960  13.45452  -8.33982  0.467
C  12.61653  13.32442  -9.30891  -0.614
H  4.90462  17.48464  -14.63292  0.331
H  5.09772  13.84877  -12.45393  0.404
H  11.72381  12.97407  -11.82349  0.391
H  9.93659  11.19203  -18.66671  0.349
H  8.06556  18.79517  -11.14038  0.210
O  7.29377  16.81792  -13.66631  -0.648
H  13.46988  12.67771  -9.16760  0.531
O  11.54529  14.04298  -15.26448  -0.451
H  9.89523  12.39179  -20.86116  0.411
N  14.06454  15.24667  -13.35219  1.163
H  15.40828  17.36302  -14.33304  0.404
C  10.31575  14.93237  -9.56545  -0.128
H  10.65846  14.68896  -20.91446  0.378
C  10.62131  9.55289  -13.36292  -0.472
H  12.32226  8.75732  -12.38823  0.409
C  17.49754  14.11667  -14.35167  -0.566
N  9.39376  13.12143  -13.31726  0.831
C  8.85432  19.53335  -11.28538  -0.032
C  18.11700  15.36049  -14.74204  -0.389

net charge = +1
gap between HOMO and LUMO (spin up / spin down) = 8.44 / 6.57 eV
electronic energy = -2395.1764 Ha
multiplicity = 2
⟨S²⟩ = 0.754

***

# CH8Ni2O7

A molecular structure, CH8Ni2O7 in a non-equilibrium geometry (the ωB97M-V functional and the def2-TZVPD basis, the Open Molecules 2025 dataset).

Each line ends with the Mulliken charge.
Positions of all 18 atoms, in Å:
O  -1.20748  2.47793  0.77414  -0.935
H  1.38233  0.08915  0.83513  0.261
O  -2.29879  -1.09188  -1.87860  -0.580
H  -2.14569  -0.74942  -0.99201  0.273
C  -0.67855  1.40742  0.23691  1.904
Ni  -2.40303  1.36981  1.98700  1.085
O  0.54274  1.52375  -0.11768  -0.934
H  -0.46600  -1.52339  0.63338  0.300
H  2.82637  0.64127  0.83667  0.379
H  1.39853  -1.48657  -0.98341  0.470
H  1.10765  0.11886  -0.95568  0.476
O  2.29821  -0.15302  1.03002  -0.476
O  -1.26163  0.34649  0.66271  -0.822
Ni  0.70368  3.58002  0.40029  0.719
H  -0.01280  -2.96564  0.98969  0.309
O  0.18756  -2.20171  0.43486  -0.568
O  1.61177  -0.61471  -1.45495  -0.181
H  -1.58487  -0.76834  -2.43848  0.322

net charge = +2
gap between HOMO and LUMO (spin up / spin down) = 6.70 / 4.90 eV
energy relative to the best compared isomer or geometry (same formula, charge and spin) = 0.0 kcal/mol
electronic energy = -3585.3268 Ha
multiplicity = 5
⟨S²⟩ = 6.014

***

# C36H39BF4N2O3

5 unconnected molecules or ions with the total composition C36H39BF4N2O3 in a non-equilibrium geometry (the ωB97M-V functional and the def2-TZVPD basis, the Open Molecules 2025 dataset).

Each line ends with the Mulliken charge.
Positions of all 85 atoms, in Å:
C  4.59995  -4.11218  -1.31004  0.149
H  3.58143  -2.73785  -4.76124  0.432
C  5.24965  -4.57226  -2.44487  -0.477
C  5.27892  2.12971  5.03497  -0.450
O  0.04698  1.77529  -2.38809  -0.535
H  -0.79154  -3.60051  0.25793  0.227
C  -0.42642  -2.05172  4.76887  -0.428
C  -0.70421  -0.95203  -3.09220  0.172
F  -5.91301  3.65295  -5.93833  -0.333
C  2.30484  0.76055  -1.51273  -0.754
O  0.67296  -0.53479  -3.27518  -0.525
C  -3.86082  1.27474  -0.28127  -0.625
H  1.75830  0.58305  6.57594  0.460
C  5.86268  3.11871  4.25003  -0.413
C  -5.86645  -0.49538  -0.41153  -0.650
C  -0.08824  0.21084  5.54119  -0.604
C  0.81460  -2.41338  5.28350  -0.307
H  -3.42819  2.30854  -0.03757  0.265
C  1.14823  -0.15350  6.06561  -0.224
C  -6.26390  2.06523  0.64830  -1.062
H  -2.45218  -3.25208  -1.21715  0.444
H  6.03860  -5.30920  -2.34923  0.423
H  2.44250  -1.92045  -2.71777  0.535
H  5.62501  5.06925  3.37706  0.367
C  3.58973  -3.16690  -1.39529  -0.569
C  3.29871  3.49029  5.27626  -0.275
H  0.02280  -3.45616  -2.14306  0.238
H  0.31784  -0.65240  0.20737  -0.115
C  3.88732  4.48351  4.50041  -0.420
H  -5.86464  2.21024  1.72621  0.257
C  0.06336  -2.92479  -0.09518  -0.626
H  -5.35996  -2.58963  -1.29404  0.287
F  -2.05896  -0.39390  4.39977  -0.341
C  -0.86378  -0.74319  4.90096  0.392
H  -1.05441  -2.77863  4.26669  0.461
C  -2.34938  -2.33317  -1.89535  -1.069
C  -2.23844  2.59556  -4.42904  -0.104
C  -5.35890  0.92513  -0.01317  0.658
C  -4.90015  -1.57082  -1.02964  -0.608
C  -2.90891  0.19241  -0.89116  0.458
H  1.16952  -3.43320  5.17849  0.385
H  -6.09126  3.08478  0.13467  0.270
H  -2.08391  4.64334  -3.78615  0.394
H  2.44523  -0.12191  -0.79653  0.203
C  5.16703  4.29628  3.98594  -0.506
H  -6.98045  -0.72093  -0.22277  0.244
H  -0.10748  1.91631  -1.42504  0.310
N  -0.98896  -1.71424  -1.88108  0.993
H  -4.89744  1.27169  -6.08004  0.422
H  -4.30356  5.27987  -4.72053  0.418
C  3.22555  -2.66638  -2.64134  0.082
C  -3.02258  1.64359  -5.07496  -0.351
C  -2.69494  3.90383  -4.29357  -0.470
H  5.80790  1.21041  5.25794  0.399
H  -1.27013  2.31600  -4.03101  0.237
C  1.59954  -1.46407  5.93416  -0.571
C  4.00228  2.32529  5.53766  0.449
C  -4.26907  2.00063  -5.58132  -0.496
C  -4.71134  3.30747  -5.44496  0.284
C  4.87782  -4.07975  -3.69175  -0.377
H  1.03993  -3.49789  0.11642  0.365
N  0.02356  -2.61261  -1.55246  -0.482
C  -3.38380  -1.24112  -1.27781  0.690
H  2.28277  1.71764  -0.87158  0.233
H  2.29976  3.61532  5.67766  0.395
H  3.34844  5.40285  4.29725  0.359
H  2.56579  -1.74785  6.33929  0.396
H  0.79753  -1.74427  1.68108  0.277
F  3.43616  1.36761  6.29198  -0.290
C  -3.93624  4.26395  -4.80922  -0.427
H  3.19179  0.81114  -2.25673  0.282
H  -2.68992  -2.64458  -2.95028  0.306
H  6.85833  2.97285  3.84511  0.361
F  4.95538  -4.59101  -0.10697  -0.313
H  -0.98136  -1.43419  1.33373  0.253
H  -0.45178  1.22835  5.62634  0.408
H  -2.66383  0.62605  -5.18271  0.474
H  3.09478  -2.82804  -0.49263  0.567
B  0.95631  0.63053  -2.43831  0.425
H  5.37443  -4.43856  -4.58699  0.365
H  -7.36633  1.79459  0.74857  0.310
C  0.04697  -1.58476  0.82838  -0.349
H  -1.82096  0.53738  -1.04202  -0.339
O  -1.57116  -0.60863  -3.94552  -0.563
C  3.86783  -3.12482  -3.78835  -0.738

gap between HOMO and LUMO = 8.65 eV
electronic energy = -2154.5906 Ha
structure (SMILES) = CCNN(Cc1ccc(C)cc1)C(=O)OB(C)O.Fc1ccccc1.Fc1ccccc1.Fc1ccccc1.Fc1ccccc1